Record 1
115
Properties=species:S:1:pos:R:3:forces:R:3 method="wB97M-V/def2-TZVPD" lumo_ha="-0.05069 / -0.05083" spin_multiplicity=5 charge=0 e_homo_ev="-7.06 / -7.06"
C -4.7487 -0.2725 6.3574 0.2730 -0.3202 -0.3979
H 5.0495 -0.6584 5.6929 -0.8320 0.2620 0.3953
C 1.8091 1.8372 -6.3862 1.1860 -0.2305 -0.6187
O 2.2565 2.1061 -0.9848 0.1121 -0.4646 -0.1305
N 2.0688 -1.8458 -1.5878 0.7360 -3.4503 1.5223
C -1.9120 -1.7998 -0.3131 0.3703 2.5668 0.2238
C -1.1793 1.4030 0.3208 -2.0430 -1.0155 1.5592
C -1.5120 2.3631 -4.0560 0.2960 -1.0939 -0.2797
C 7.6235 2.3640 -4.1941 1.5395 0.2696 -0.1809
C -3.5927 -1.3847 1.3747 -1.4637 1.1889 0.0173
C 6.4041 1.7481 -3.5109 -0.5737 -1.0788 0.3751
O -0.9742 0.1390 6.0769 -1.4341 -0.7134 1.1813
C 1.4904 1.7876 -5.0456 -0.8337 -0.1640 -0.2106
C 2.8856 0.8820 1.5190 -0.0122 -0.7727 1.2527
N 4.1252 0.5745 -2.3340 0.2827 1.0309 0.2937
H 1.8125 -1.4634 -7.0563 0.0127 -0.2364 0.2484
H 1.5969 2.6864 -4.4690 -0.3177 0.3246 0.2870
H -3.4250 -2.5001 3.2179 -0.6505 -0.3855 -0.3632
C -1.9123 -2.9403 1.7608 2.1906 -0.1525 1.8117
C -5.1088 -3.9847 -3.9301 -0.3100 -0.1251 -0.4468
N -0.7464 -1.6639 7.3866 -1.4230 0.6379 -0.6590
H -3.5827 -0.3894 -0.3769 0.6848 0.6603 -0.4403
C 2.3556 -4.3760 -0.9693 -1.3583 -0.1956 -0.2417
C 5.0699 -0.1628 -2.9108 0.1024 -0.9395 -0.5823
C -0.5867 2.2331 -3.0236 -0.0195 1.3181 0.7236
C 6.1793 0.3382 -3.5587 -0.2576 1.6606 0.0418
H -6.8519 -0.1269 5.9651 0.4426 0.0198 -0.1330
C -5.7636 0.6607 4.3357 1.7502 -0.3231 -1.4061
H -0.9511 5.3238 -1.6489 0.2468 0.0076 -0.3287
Cl 3.9551 -4.7944 -1.5752 -0.4344 -0.4025 0.1750
C -1.0722 4.5189 -2.3706 -0.6107 -0.0049 0.2244
C 4.3495 1.9076 -2.2624 -0.6598 0.0432 0.1340
C 1.7363 0.3474 5.6823 1.5578 -0.4843 -1.0226
C 2.1503 -1.4102 7.3373 -1.1637 0.7189 -0.0653
H 5.5866 3.5485 -2.5481 0.4264 0.6802 -0.3952
C -1.9765 2.4256 2.0212 -1.7914 1.0858 -1.6778
H -2.4234 3.3607 2.4799 0.8801 -1.6286 0.2399
C -3.5224 0.1000 5.8438 0.5226 1.0622 0.6039
N -1.2279 -0.3519 -2.6180 0.2606 0.6266 -0.7628
H -0.4942 1.2320 -0.5104 -0.5768 -0.4475 0.3179
C -3.0280 -2.6467 -2.6178 -1.0592 -0.0745 -0.7611
H -2.6664 5.5115 -3.4939 0.3769 -0.5734 0.1930
H 0.9229 -1.5541 -4.7377 -0.2774 0.1265 0.0827
H 4.8922 -1.2351 -2.9093 -0.0552 0.0066 -0.0245
C -3.9993 -3.4088 -1.8849 1.8173 0.6215 0.7849
N -2.6123 1.2117 2.0485 -0.4261 0.4946 -2.3284
H -5.5029 -4.9037 -2.0705 -0.2703 0.0536 0.3112
O 3.3249 3.9823 -1.5922 -0.4522 -2.5915 0.0429
H -3.9744 -3.4611 -0.7738 0.2728 -0.0017 -0.9319
H -2.0709 0.2276 -2.7455 0.5133 -0.4979 -0.0424
Cl 0.9119 -5.1088 -1.8217 1.1976 -0.0139 0.0749
Cl 2.0913 -4.6458 0.7506 0.4971 -0.2311 0.1376
C -3.0876 -2.3114 2.2040 1.5343 -0.7220 -0.3817
H -4.7317 0.6882 1.6451 0.7792 0.1908 0.2298
C -5.8451 0.0858 5.5833 -1.4553 -0.1914 0.9508
H 2.9030 2.0261 3.9307 0.5123 -0.7437 0.2235
H 1.7019 -2.0692 8.0855 0.4903 0.1733 -0.2281
C -4.9084 -4.1635 -2.5773 -0.5461 -0.1815 0.1156
P 0.2385 0.6443 -2.8513 -1.2146 -1.1549 0.9995
H -1.5573 1.5198 -4.7610 -0.4858 0.5030 0.2103
C 3.1042 0.2685 5.2482 -0.6404 0.3402 0.4933
H 2.6578 1.9246 1.2670 0.1586 -0.5023 0.4026
C -3.4269 0.9007 4.7177 0.3257 -0.6115 -1.2884
C 3.1853 -1.2223 1.3513 -0.5076 -0.0876 -0.4222
C 0.9352 0.6116 -4.4986 0.9829 -0.7790 -0.7725
C -2.2580 3.5040 -4.1866 -0.7763 0.8605 -0.0775
C 3.9888 -0.5498 6.0002 -0.4801 0.8646 -1.5438
H -4.4874 -2.8668 -5.6631 -0.1671 -0.2255 -0.4865
H -4.6166 -1.0362 1.5502 0.4319 -0.2068 -0.1325
C 3.2158 2.7365 -1.5790 2.0754 3.3264 -0.5183
Cr 2.2909 0.2260 -1.3812 -1.1285 -0.5926 -0.2779
H 3.1453 -2.1956 0.8507 0.3810 0.4931 0.7704
C -4.4544 0.9304 3.7956 -1.0721 0.4853 0.4309
C -2.0626 4.6002 -3.3527 0.4322 0.0793 0.4329
C 3.5200 1.0972 4.0155 0.4062 0.2129 -0.4469
H -1.3411 -3.5155 2.4786 -0.0678 -0.2461 0.1285
C 1.9005 0.6439 -7.1196 -0.3049 0.4288 -0.2243
H 4.1965 -1.8345 7.7349 -0.8400 0.4419 -1.1984
C -4.1298 1.2960 2.3299 -0.4493 0.7388 1.0404
N -1.2097 2.5838 0.9590 1.2323 -0.0212 1.0747
H -4.4700 2.3371 2.1486 0.5525 -0.3846 -0.0251
C -2.7940 -0.7449 0.2936 -2.0220 -2.9289 -0.3415
C 5.4936 2.5133 -2.7772 -0.8654 -0.8986 0.3311
H 2.0941 0.6846 -8.2081 0.1533 -0.1376 0.8587
N 3.2821 0.3757 2.7227 0.0341 -0.8731 -0.6588
N 3.5144 -1.0183 2.6045 -0.6740 2.1247 -0.6036
C 1.6835 -0.5649 -6.4695 -0.4951 0.2778 -0.5688
H -6.6675 0.7727 3.7469 0.1277 0.0528 -0.0413
N 2.7656 -0.1161 0.6492 0.6794 -0.0516 1.0811
N -2.1519 -1.4576 7.1131 1.0750 0.6762 0.5413
N -2.0913 0.5361 0.8769 1.2829 2.4524 0.4899
C -2.2846 -0.3650 6.4335 3.3121 -1.5395 0.3457
O 7.8876 3.5475 -3.8613 -0.5167 -1.0901 -0.3767
H -3.0737 3.6035 -4.8853 0.1391 -0.3050 -0.4820
C -3.2267 -2.5447 -3.9964 0.4837 0.4962 -0.0261
H 0.4429 3.3091 -1.5000 0.7216 -0.0766 1.0597
C 3.4719 -1.2999 7.0455 2.5028 -1.3062 1.7125
H 2.1450 2.7755 -6.8590 -0.3418 -0.5005 0.4070
H -0.2771 -2.9689 0.3223 -0.0811 -0.8350 -0.0490
P -1.4328 -2.0165 -1.9812 0.4544 0.9628 0.1515
C -0.1182 -0.7234 6.7681 -2.8345 0.2693 -0.2815
H -2.4765 -1.9732 -4.5681 -0.5264 -0.2382 0.1248
H 0.9748 0.9667 5.1846 0.7081 -0.2212 0.1136
O 8.2444 1.5540 -4.9357 -0.6859 0.7619 0.4884
H -5.8869 -4.5067 -4.4505 -0.3424 -0.2995 -0.0376
C 1.1425 -0.5887 -5.1830 0.2522 0.1340 -0.3273
H 6.8279 -0.2902 -4.1562 0.1389 0.1204 0.2320
C 1.2975 -0.5551 6.6375 0.1118 0.1004 -0.4006
C -4.3226 -3.1181 -4.6360 0.9875 0.6114 0.1957
C 2.1904 -2.9584 -1.2266 -0.4976 3.9364 -1.8444
H -4.7859 -0.8696 7.2729 -0.2365 0.2837 -0.4124
H 4.6008 1.4039 3.9912 -0.9794 -0.3881 0.4076
C -0.3490 3.3399 -2.1891 -0.8278 -0.2136 -1.3302
C -1.2676 -2.6249 0.5759 -0.9550 -0.2712 0.8864
H -2.4798 1.3317 4.4359 0.3160 -0.4274 0.0517

***

Record 2
108
Properties=species:S:1:pos:R:3:forces:R:3 method="wB97M-V/def2-TZVPD" lumo_ha="0.06609 / 0.04484" spin_multiplicity=6 charge=-1 de_lowest_ev=0.000 e_homo_ev="-4.71 / -4.70"
H -0.2044 -2.4432 -0.1837 0.0674 -0.2473 -0.3355
H 1.2070 2.1809 4.7820 -0.5542 -0.0293 0.1141
H 5.0509 0.4089 5.7991 0.2650 0.0465 -0.0837
C -2.6865 -1.7211 1.9394 -0.6458 0.0611 -0.0284
H 1.8921 6.5061 -1.8161 -0.3509 0.4603 0.6890
N -0.1548 -1.5194 -3.0129 -0.8855 -0.6754 -0.1607
C -3.5629 -1.0316 -4.3970 0.9020 -1.5295 -0.0817
C 4.7457 0.0455 4.8246 -1.5469 0.8288 0.3849
O 1.8100 0.5221 -3.4065 0.4585 1.7793 -0.1735
N 0.7702 -2.5537 -3.2418 0.1352 0.6030 -0.5448
H 3.1896 1.4896 4.7396 -0.2308 -0.1206 0.0356
Cl 3.3246 6.7048 -4.1126 -0.1088 -0.3808 -0.0163
H -2.4131 -3.4063 -4.3515 -0.9620 0.1225 -0.3893
C 1.4675 4.4155 -1.4496 -0.8491 0.3939 0.2818
C -0.0017 -7.4594 -4.4298 -0.3298 -0.2731 1.4588
H -3.3133 -0.1547 -0.2096 -0.1410 -1.9550 -0.7855
C 5.3253 -1.0621 4.2645 0.4571 -0.4025 1.2280
O -1.0810 0.8266 -2.5024 0.9123 0.6628 1.1356
C 0.9919 -6.5477 -4.7140 -0.0682 0.5122 0.9932
C 2.6760 5.1323 4.0411 -0.2388 0.3313 -0.3738
C -4.5083 -0.0876 -4.5324 -2.3512 0.8580 -1.0200
C 1.9780 5.4913 -2.1218 -0.0978 -0.4392 0.0125
C -2.3995 -0.7645 -3.6570 1.1107 -0.2539 -0.1435
Te -0.3357 -0.3338 4.2744 0.4060 -0.2873 -0.5460
H -3.0913 2.4341 -2.6801 -0.0327 -0.7092 -0.5183
C 2.2257 2.9457 -3.1574 -0.2651 -1.5430 -0.1761
C -2.1812 0.5257 -3.0789 -0.3768 -1.2402 -0.8570
H -3.1251 -0.8896 2.5041 0.2533 -0.2958 -0.2791
H -3.1963 -5.0123 1.4218 -0.6142 -1.2055 -0.0455
C 2.7519 4.0502 -3.8240 1.1572 -1.1125 -2.1364
H -5.1590 1.8337 -3.9316 -0.2777 0.5709 -0.2914
H -1.6869 2.3835 8.4351 -0.1240 -0.4874 0.6449
C -1.5991 -1.5330 1.1064 1.0526 0.5851 -0.0557
C -1.4224 -3.0132 -4.3901 0.0415 -1.1490 -0.0495
C -1.7567 2.3083 7.3689 1.1137 -0.2359 0.4026
C -1.2757 1.2172 6.6784 0.6102 -0.1140 -0.8235
S 3.2066 -3.5868 -2.9472 -0.6846 0.6959 0.4321
C 2.2968 1.6153 -3.7660 -0.6149 -0.4164 0.3236
C 2.4210 -4.5591 -4.2080 0.5721 -0.5349 -0.5640
H -1.0381 2.9393 1.5664 -0.6222 -0.2955 -0.1604
C 1.4731 -5.6258 -3.7462 -1.3026 -1.2028 -0.3259
H 6.1201 -1.5281 4.8482 -0.0841 -0.2143 -0.4672
C 1.5663 3.0795 -1.9320 0.0046 -0.6802 0.7987
H 3.6104 -1.1477 1.4423 -0.5746 -0.5421 -1.6632
H -3.7154 -2.0097 -4.8808 0.1973 0.6017 0.3820
H -2.6410 4.3759 5.0867 0.0850 -0.3343 -0.1869
H 1.6863 4.4170 5.7873 0.0404 -0.2496 -0.2596
C 2.7000 3.7004 2.1453 -0.8826 -0.8318 -0.0306
C -2.2253 3.4485 5.4883 0.9126 -0.0471 -0.7544
C -3.2888 -2.9773 2.0192 0.7661 0.1116 -0.3297
C -4.2745 1.7147 -0.2014 0.2486 -0.0891 0.5522
C -3.2305 0.8350 0.0700 -0.8109 1.5202 0.0577
C 3.8769 -0.8270 2.3938 -0.2853 -0.5771 1.2511
H 2.8218 1.6151 -4.7144 0.3928 -0.1011 -0.4888
H 3.2987 3.8546 -4.7804 -0.5511 0.3404 0.8560
H -2.9549 4.3973 1.4471 -0.4189 -0.3771 -0.6595
H -0.9045 0.3682 7.2302 0.0203 -0.2270 0.0595
H 3.2777 -5.0500 -4.7197 -0.5523 0.3185 0.0312
H 3.5884 5.6112 2.1891 0.3269 0.7403 -0.6114
C 0.2100 0.4678 2.4295 -0.1552 -0.4756 -0.3493
H -5.0360 3.6809 0.1729 0.1006 -0.1450 0.1569
P -0.6788 0.1215 0.9431 -0.2512 -0.9907 -0.0864
C 3.5979 0.6247 4.2482 1.5897 -0.3013 0.1073
H 3.0315 6.0676 4.4664 -0.3144 -0.1674 0.3158
H -4.1673 -3.0235 2.6355 -0.2002 -0.5493 0.2320
C -3.1982 1.4670 -3.2108 -0.8730 0.9774 -0.0876
C 1.9989 2.7063 2.8774 0.4529 0.5017 -0.9261
C 2.9800 4.9132 2.7011 0.3486 -0.3076 1.4261
C -1.3005 -1.7437 -3.6471 1.3254 0.5499 1.5381
C 2.6298 5.2914 -3.3250 0.5951 0.8577 -0.2316
H 5.1693 -2.4720 2.6673 0.3994 -0.3771 -0.2168
O 1.1323 2.0774 -1.2582 -0.3935 -0.1232 -0.0809
C -1.0947 -2.6322 0.3957 0.1901 1.6053 0.0601
C -1.7126 2.4391 4.6671 0.0686 -0.5145 0.8635
C -4.2191 2.9796 0.3398 -0.2377 0.7694 -0.5345
H 1.1510 -5.0542 -1.6998 0.5980 0.6368 0.4536
C -1.6938 -3.8586 0.4349 -0.4753 0.0055 0.7352
Fe 0.5050 0.1551 -1.6596 -0.2537 0.7449 -0.1289
C -2.1112 1.2533 0.7367 1.2074 -0.2784 0.2492
H -0.8399 -3.8601 -4.0061 0.2040 0.7131 0.0059
C -0.1107 -6.6442 -2.1450 -0.0248 -0.8272 -0.8881
C -3.0602 3.4066 0.9667 0.1167 1.4130 0.9871
C -2.7629 -4.0649 1.3029 -0.0727 1.6666 0.0862
H -1.3198 -4.6026 -0.2222 0.2245 -0.8848 -0.2306
H -5.1231 1.4213 -0.7887 -0.2724 -0.2704 -0.0909
C -4.3303 1.1591 -3.9534 0.5433 0.2129 1.2546
Cl 0.4261 4.6723 -0.0990 0.0824 0.1554 0.2274
C 1.8401 -2.4876 -2.5599 0.5362 -0.0322 0.7185
N -2.0998 3.4309 6.8078 -1.4730 1.2032 -0.2155
P 1.8022 1.0958 2.0339 1.0197 -0.3180 -0.1536
H 1.3242 -6.5378 -5.7258 0.5631 0.2548 -0.5977
H 1.8897 -3.8944 -4.9093 0.3353 -0.2010 0.2158
C -1.9826 2.5795 1.1221 0.7319 -0.3223 0.2952
C 4.8079 -1.5638 3.1004 0.5122 0.1955 -0.7952
H -1.7955 2.5101 3.5941 0.1657 0.0260 -0.0533
S 2.1458 -1.4963 -1.1617 0.0577 0.2411 0.1921
H -5.4651 -0.2527 -5.0912 1.0739 -0.0932 0.5227
C 1.9442 4.1869 4.7492 0.1041 0.8568 0.7991
C 3.1829 0.1974 2.9913 -1.1014 1.4838 0.1216
C -0.5729 -7.5394 -3.1329 -0.9932 0.0103 -0.0301
H 3.0059 3.5656 1.1151 -0.1172 -0.5271 -0.0154
C 0.9091 -5.7374 -2.4750 -0.5029 -0.1691 -0.2143
H -1.4868 -8.2189 -2.9567 1.7659 1.0226 -0.1565
C -1.1133 1.3016 5.2827 -1.8279 1.0594 0.4793
C 1.5930 2.9777 4.1766 0.7098 0.2615 -0.4051
H -1.1034 -2.8188 -5.4073 -0.1015 -0.1969 -0.4185
H -0.5150 -6.6498 -1.1187 0.1835 -0.0080 -0.7127
H -0.3059 -8.1461 -5.2014 -0.2388 -0.0819 -0.1316

***

Among the records above, which one has the highest charge?
C53H40Cl3CrN11O5P2

***

Look up the charge of the second one.
-1